(1)
# H2KNO4

H2KNO4 as an isolated structure at a distorted geometry (the ωB97M-V functional and the def2-TZVPD basis, OMol25).

Properties
* energy above the lowest of the compared OMol25 structures with the same formula, charge and spin: 2.5748 eV
* Kohn-Sham gap: 3.702 eV
* LUMO level: -0.082 Ha
* E_tot: -956.666892 a.u.
* F_max: 6.1 eV/Å

```
8
Properties=species:S:1:pos:R:3:forces:R:3:nbo_charge:R:1
K 1.02103 -3.06578 0.26997 -0.146 0.415 0.082 0.998
N -1.14737 1.72436 3.10988 -2.161 1.625 1.975 0.729
O -0.29591 1.09222 2.58296 5.320 -2.297 -2.047 -0.590
O -2.28230 1.42463 2.85583 -4.383 -0.795 -0.907 -0.571
O -0.95628 2.62662 3.92575 1.378 1.111 0.780 -0.567
O 1.26017 -1.45564 -3.90826 0.032 -0.241 0.324 -0.954
H 0.59023 -1.59164 -4.57828 -0.205 -0.036 -0.164 0.476
H 1.81041 -0.75476 -4.25785 0.166 0.219 -0.043 0.479
```
Forces are in eV/Å.



(2)
# H2KO

H2KO as an isolated structure at a distorted geometry (the ωB97M-V functional and the def2-TZVPD basis, OMol25).

Properties
* energy above the lowest of the compared OMol25 structures with the same formula, charge and spin: 0.4313 eV
* Kohn-Sham gap: 10.224 eV
* LUMO level: -0.166 Ha
* net charge: +1
* E_tot: -676.167893 a.u.
* F_max: 1.0 eV/Å

```
4
Properties=species:S:1:pos:R:3:forces:R:3:nbo_charge:R:1
O 1.58346 1.58004 1.85539 0.794 0.039 0.643 -0.968
H 2.26492 2.28740 1.79615 -0.708 -0.736 0.105 0.487
H 1.79575 1.10020 2.68782 -0.162 0.600 -0.832 0.481
K -0.82063 -0.80653 -0.96233 0.076 0.096 0.084 1.000
```
Forces are in eV/Å.



(3)
# H2N2O

A 2-piece molecular cluster, H2N2O overall at a distorted geometry (the ωB97M-V functional and the def2-TZVPD basis, OMol25).

Properties
* energy above the lowest of the compared OMol25 structures with the same formula, charge and spin: 0.2002 eV
* Kohn-Sham gap: 12.618 eV
* LUMO level: 0.040 Ha
* E_tot: -185.978864 a.u.
* F_max: 3.5 eV/Å

```
5
Properties=species:S:1:pos:R:3:forces:R:3:nbo_charge:R:1
N -1.47230 -0.41312 0.05031 1.645 2.733 -0.357 0.018
N -0.87390 0.51665 -0.06472 -2.282 -2.608 0.352 -0.022
O 1.76382 -0.08860 -0.01276 -0.617 0.747 0.504 -0.922
H 1.03131 -0.69362 -0.16989 0.392 -0.213 -0.103 0.458
H 1.28148 0.67767 0.37286 0.862 -0.658 -0.396 0.468
```
Forces are in eV/Å.



(4)
# H2N2O2

A 2-piece molecular cluster, H2N2O2 overall at a distorted geometry (the ωB97M-V functional and the def2-TZVPD basis, OMol25).

Properties
* energy above the lowest of the compared OMol25 structures with the same formula, charge and spin: 4.0450 eV
* Kohn-Sham gap (spin up / spin down): 9.178 / 7.938 eV
* LUMO level (spin up / spin down): 0.012 / -0.024 Ha
* E_tot: -260.976579 a.u.
* F_max: 4.8 eV/Å

```
6
Properties=species:S:1:pos:R:3:forces:R:3:nbo_charge:R:1
N -2.11906 -0.06563 0.03369 2.130 -1.020 -0.288 0.188
N 0.72069 0.08138 -0.00914 1.158 4.248 0.554 -0.249
O -1.13574 -0.67638 -0.12842 -4.767 -0.258 0.074 -0.224
O 0.57353 1.35631 -0.06599 0.120 -0.642 -1.179 -0.392
H 0.94831 -0.17138 0.87518 0.750 -1.596 3.251 0.335
H 1.01226 -0.52430 -0.70533 0.609 -0.732 -2.410 0.342
```
Forces are in eV/Å.



(5)
# H2N2O2S

A 2-piece molecular cluster, H2N2O2S overall at a distorted geometry (the ωB97M-V functional and the def2-TZVPD basis, OMol25).

Properties
* energy above the lowest of the compared OMol25 structures with the same formula, charge and spin: 0.4027 eV
* Kohn-Sham gap: 7.707 eV
* LUMO level: -0.032 Ha
* E_tot: -659.289111 a.u.
* F_max: 2.6 eV/Å

```
7
Properties=species:S:1:pos:R:3:forces:R:3:nbo_charge:R:1
N -0.24326 0.07836 -1.45077 -2.584 -0.032 0.423 -0.220
N -1.35551 -0.10126 -1.42452 0.874 0.022 -0.398 0.105
O 1.45227 1.30075 0.07713 -0.490 0.336 0.626 -0.918
O -0.15998 -0.85713 1.08400 0.273 0.371 0.595 -0.944
S 1.29625 0.49587 -1.13761 2.259 -0.169 -0.983 1.034
H -1.09606 -0.82139 1.23445 -0.958 -0.461 -0.059 0.462
H 0.10630 -0.09521 1.61732 0.626 -0.067 -0.205 0.481
```
Forces are in eV/Å.



(6)
# H2N2O2S

An isolated molecule of H2N2O2S at a distorted geometry (the ωB97M-V functional and the def2-TZVPD basis, OMol25).

Properties
* energy above the lowest of the compared OMol25 structures with the same formula, charge and spin: 2.3512 eV
* Kohn-Sham gap: 8.164 eV
* LUMO level: -0.022 Ha
* E_tot: -659.217508 a.u.
* F_max: 5.5 eV/Å

```
7
Properties=species:S:1:pos:R:3:forces:R:3:nbo_charge:R:1
N 0.43648 -0.11099 0.11101 1.686 0.266 0.831 -0.508
N -0.70086 -0.08009 -0.45249 -0.693 1.591 -5.236 -0.126
O 2.69413 -0.02144 0.90889 0.415 -0.266 -1.262 -0.888
O -1.76443 0.28670 0.39348 0.775 2.914 -2.023 -0.527
S 1.92764 -0.09657 -0.35139 -0.839 0.228 1.991 1.227
H -0.72012 0.50285 -1.48199 -0.639 -1.966 3.854 0.353
H -1.87285 -0.48046 0.87249 -0.705 -2.767 1.845 0.469
```
Forces are in eV/Å.



(7)
# H2N2O3S

H2N2O3S as an isolated structure at a distorted geometry (the ωB97M-V functional and the def2-TZVPD basis, OMol25).

Properties
* energy above the lowest of the compared OMol25 structures with the same formula, charge and spin: 1.8059 eV
* Kohn-Sham gap (spin up / spin down): 7.837 / 7.837 eV
* LUMO level (spin up / spin down): -0.054 / -0.054 Ha
* E_tot: -734.475043 a.u.
* F_max: 5.2 eV/Å

```
8
Properties=species:S:1:pos:R:3:forces:R:3:nbo_charge:R:1
N -0.03020 1.55353 -0.93509 4.376 0.023 -1.059 0.141
N -0.36987 -0.28379 1.21028 -0.006 -3.468 -2.836 -1.036
O 1.11458 1.78050 -1.18932 -5.021 -1.095 1.048 -0.150
O -0.92923 -1.68433 -0.88343 -0.537 0.745 0.496 -0.882
O 1.37049 -0.77750 -0.74587 -2.133 0.148 1.544 -0.898
S -0.06487 -0.63025 -0.42135 2.488 0.681 -1.043 2.019
H 0.20212 0.44207 1.41600 1.575 2.779 1.601 0.388
H -1.29301 -0.40022 1.54879 -0.742 0.187 0.251 0.420
```
Forces are in eV/Å.



(8)
# H2N2O3S

A 2-piece molecular cluster, H2N2O3S overall at a distorted geometry (the ωB97M-V functional and the def2-TZVPD basis, OMol25).

Properties
* energy above the lowest of the compared OMol25 structures with the same formula, charge and spin: 3.4508 eV
* Kohn-Sham gap (spin up / spin down): 8.226 / 8.581 eV
* LUMO level (spin up / spin down): -0.052 / -0.052 Ha
* E_tot: -734.414592 a.u.
* F_max: 3.7 eV/Å

```
8
Properties=species:S:1:pos:R:3:forces:R:3:nbo_charge:R:1
N -0.11643 -0.90307 -1.40850 0.070 0.593 0.877 -0.380
N -1.11783 1.09760 -1.20434 -0.513 2.251 0.523 -0.204
O 0.81715 -0.56472 3.30934 1.493 0.223 -0.790 -0.814
O 0.66705 0.84253 1.39858 -0.016 0.998 -1.210 -0.850
O -0.87721 0.07836 -1.84743 -0.333 -2.806 -2.411 -0.026
S 1.52874 0.06286 2.20768 -1.461 -1.203 2.035 1.664
H -0.30369 -1.61909 -2.09835 0.108 -0.132 -0.472 0.308
H -0.59777 1.00552 -0.35699 0.651 0.076 1.446 0.301
```
Forces are in eV/Å.



(9)
# H2N2O4P

A 2-piece molecular cluster, H2N2O4P overall at a distorted geometry (the ωB97M-V functional and the def2-TZVPD basis, OMol25).

Properties
* energy above the lowest of the compared OMol25 structures with the same formula, charge and spin: 6.8463 eV
* Kohn-Sham gap (spin up / spin down): 5.923 / 8.360 eV
* LUMO level (spin up / spin down): 0.130 / 0.144 Ha
* net charge: -1
* E_tot: -752.886250 a.u.
* F_max: 4.1 eV/Å

```
9
Properties=species:S:1:pos:R:3:forces:R:3:nbo_charge:R:1
N 1.53486 -0.55248 -0.35852 -0.265 -1.493 1.847 -0.517
N -1.67182 0.79167 0.02727 -0.987 0.062 -0.455 0.251
O -1.47079 -1.90984 0.33792 -0.626 -1.494 1.906 -1.080
O -1.70672 1.02545 1.20349 0.247 0.258 1.435 -0.420
O -2.14022 1.56715 -0.81168 0.373 0.118 -0.364 -0.481
O 2.55695 0.24646 0.35152 -1.009 1.587 -3.602 -0.646
P -1.20749 -0.89062 -0.65395 1.806 1.243 -2.157 1.136
H 2.74534 -0.05825 1.21499 -0.702 -1.415 1.105 0.458
H 1.35990 -0.21955 -1.31104 1.162 1.134 0.285 0.298
```
Forces are in eV/Å.



(10)
# H2N2O4S

A 2-piece molecular cluster, H2N2O4S overall at a distorted geometry (the ωB97M-V functional and the def2-TZVPD basis, OMol25).

Properties
* energy above the lowest of the compared OMol25 structures with the same formula, charge and spin: 0.7097 eV
* Kohn-Sham gap (spin up / spin down): 5.791 / 5.792 eV
* LUMO level (spin up / spin down): 0.253 / 0.253 Ha
* net charge: -2
* E_tot: -809.740520 a.u.
* F_max: 3.0 eV/Å

```
9
Properties=species:S:1:pos:R:3:forces:R:3:nbo_charge:R:1
N 0.29129 -0.04913 2.34431 2.320 -1.426 1.163 -0.259
N -0.08068 0.49741 -0.21994 -0.740 0.441 1.580 -1.200
O 1.41163 -0.66800 2.51306 -2.366 1.303 -0.454 -0.537
O -2.10015 1.98202 -0.49486 -0.127 -0.489 0.594 -1.069
O -1.21232 0.84225 -2.42181 0.321 -0.209 0.120 -1.109
O -2.35434 -0.45821 -0.75049 -0.899 -0.620 0.585 -1.072
S -1.53065 0.71518 -0.97759 0.786 1.105 -1.468 2.494
H -0.10643 0.20656 0.97512 0.625 0.253 -2.303 0.392
H 0.52511 0.00372 -0.85366 0.080 -0.359 0.183 0.358
```
Forces are in eV/Å.